1.
C10H27ClIN2P2Tc | ωB97M-V/def2-TZVPD

Structure (ORCA input):
```
! wB97M-V def2-TZVPD RIJCOSX def2/J DEFGRID3
* xyz 3 4
C 1.554 -0.283 0.679
I -2.473 1.684 -0.565
H 2.342 -1.027 0.892
H 1.369 0.045 1.676
H 2.164 0.308 0.011
Tc 0.217 -2.527 -0.329
P -0.857 -1.646 1.572
C -1.070 -0.222 2.781
C -2.660 -2.128 1.768
H -2.931 -2.335 2.819
H -0.659 -2.894 3.657
H -2.859 -3.034 1.175
H 0.086 -3.739 2.238
H -1.779 0.533 2.418
H -3.306 -1.316 1.396
C -0.053 -2.784 2.754
H -1.435 -0.591 3.752
H 0.913 -2.336 3.004
H -0.121 0.273 2.984
P 0.629 -1.077 -2.069
C 1.145 0.638 -2.655
C 2.143 -1.933 -2.618
H -0.956 -2.275 -3.523
H 0.061 -1.189 -4.516
H -1.284 -0.518 -3.542
C -0.487 -1.280 -3.561
H 1.992 -2.999 -2.420
H 2.337 -1.739 -3.675
H 1.613 0.588 -3.649
H 1.884 1.076 -1.986
H 2.958 -1.541 -2.005
H 0.295 1.331 -2.719
Cl -0.219 -4.622 -0.764
C -1.175 3.704 1.137
N 0.086 3.358 0.536
C 1.003 4.341 -0.040
C 0.320 2.061 0.324
N 0.057 1.000 -0.046
H -1.344 4.761 1.085
H -1.273 3.241 2.123
H -1.971 3.303 0.493
H 2.033 4.175 0.379
H 1.076 4.249 -1.158
H 0.635 5.365 0.190
*
```

Output
**HOMO-LUMO gap (spin up / spin down)**: 6.11 / 5.18 eV
**LUMO (spin up / spin down)**: -12.90 / -13.58 eV
**Energy relative to the best compared isomer or geometry (same formula, charge and spin)**: 496.75 kJ/mol
**Expectation value of S²**: 4.16

Okay, here come the Mulliken numbers, in e, for every atom: atom 1 (C): -1.852, atom 2 (I): 0.186, atom 3 (H): 0.406, atom 4 (H): 0.604, atom 5 (H): 0.522, atom 6 (Tc): -0.271, atom 7 (P): 1.215, atom 8 (C): -1.240, atom 9 (C): -1.108, atom 10 (H): 0.454, atom 11 (H): 0.419, atom 12 (H): 0.416, atom 13 (H): 0.485, atom 14 (H): 0.298, atom 15 (H): 0.350, atom 16 (C): -1.237, atom 17 (H): 0.561, atom 18 (H): 0.345, atom 19 (H): 0.362, atom 20 (P): 1.216, atom 21 (C): -1.286, atom 22 (C): -1.262, atom 23 (H): 0.438, atom 24 (H): 0.440, atom 25 (H): 0.377, atom 26 (C): -1.152, atom 27 (H): 0.496, atom 28 (H): 0.419, atom 29 (H): 0.533, atom 30 (H): 0.349, atom 31 (H): 0.349, atom 32 (H): 0.377, atom 33 (Cl): -0.222, atom 34 (C): -0.571, atom 35 (N): 0.123, atom 36 (C): -0.734, atom 37 (C): 0.499, atom 38 (N): -0.207, atom 39 (H): 0.336, atom 40 (H): 0.393, atom 41 (H): 0.188, atom 42 (H): 0.333, atom 43 (H): 0.354, atom 44 (H): 0.298


2.
C3H6P2 | ωB97M-V/def2-TZVPD

Structure (ORCA input):
```
! wB97M-V def2-TZVPD RIJCOSX def2/J DEFGRID3
* xyz 0 3
C 0.186 0.327 0.059
C 0.953 -0.455 -0.798
C 0.977 -0.741 0.751
P -2.499 -0.700 -0.321
P -1.421 0.916 0.048
H 0.573 -1.254 -1.468
H 1.667 0.264 -1.122
H 1.890 -0.480 1.433
H 0.371 -1.546 1.134
H -1.497 1.703 1.161
H -1.198 1.965 -0.878
*
```

Output
**HOMO-LUMO gap (spin up / spin down)**: 8.30 / 6.09 eV
**LUMO (spin up / spin down)**: 1.00 / -1.48 eV
**Energy relative to the best compared isomer or geometry (same formula, charge and spin)**: 191.14 kJ/mol
**Expectation value of S²**: 2.01

Okay, here come the Mulliken numbers, in e, for every atom: atom 1 (C): -0.070, atom 2 (C): -0.411, atom 3 (C): -0.534, atom 4 (P): -0.145, atom 5 (P): 0.030, atom 6 (H): 0.295, atom 7 (H): 0.239, atom 8 (H): 0.185, atom 9 (H): 0.268, atom 10 (H): 0.076, atom 11 (H): 0.066